Record 1
A single C5H8N4O3S molecule, computed with wB97M-V/def2-TZVPD.

Calculated values
Energy relative to the best compared isomer or geometry (same formula, charge and spin) (kJ/mol): 210.5
Structure (SMILES): CC(=O)O[S@](C)(=O)=Nn1cnnc1

ORCA input file:
```
! wB97M-V def2-TZVPD RIJCOSX def2/J DEFGRID3
* xyz 0 1
C 2.75289 -0.11503 1.30752
S -0.24823 1.12313 -0.40109
C -1.41586 -1.46277 -0.51075
N 3.61823 -0.92634 0.78747
N 2.05585 0.49914 0.23616
H -1.37505 2.34400 1.25737
H -2.36091 2.58598 -0.37565
H -2.50798 -1.75956 1.22073
H 2.61442 0.09956 2.37096
O -1.14908 -0.24798 0.09950
C -1.43627 2.38963 0.20412
O -0.25708 1.07673 -1.88080
C -2.48186 -2.20332 0.23581
H -3.36709 -2.04724 -0.43090
H -2.26353 -3.35285 0.14408
H 2.28337 0.09442 -1.91445
H -0.77194 3.34787 0.11398
N 3.46220 -0.97110 -0.51850
N 1.03960 1.36661 0.39320
C 2.56213 -0.08756 -0.87941
O -0.75384 -1.75335 -1.45936
*
```

***

Record 2
A single C5H8N4OS molecule, computed with wB97M-V/def2-TZVPD.

Calculated values
Energy relative to the best compared isomer or geometry (same formula, charge and spin) (kJ/mol): 86.9
Structure (SMILES): Cc1cs/c(=N/NC(N)=O)[nH]1

ORCA input file:
```
! wB97M-V def2-TZVPD RIJCOSX def2/J DEFGRID3
* xyz 0 1
H 2.12547 1.53790 1.66057
C -0.41486 -0.21079 0.41506
N 0.48809 1.64321 -0.26147
H -0.21625 2.11132 -0.83136
C 1.48806 2.60737 0.00176
N 2.47324 2.16740 0.89705
H 0.14405 -2.70116 -2.80109
H -1.56891 -2.03984 -2.92175
N -0.45475 -0.69744 -0.83528
H -1.34556 -3.66524 -2.24461
S -1.19946 -1.44876 1.50525
H -1.79552 -3.51389 0.30574
C -0.84625 -2.01208 -0.98605
O 1.56256 3.65979 -0.61503
H 0.27114 -0.32938 -1.48138
H 3.03326 2.99791 1.12563
C -1.33681 -2.54413 0.18418
N 0.06992 0.92858 0.82666
C -0.88885 -2.63838 -2.34234
*
```

***

Record 3
2 unconnected molecules or ions with the total composition C5H8N4S, computed with wB97M-V/def2-TZVPD.

Calculated values
<S²>: 2.047
Energy relative to the best compared isomer or geometry (same formula, charge and spin) (kJ/mol): 25.8

ORCA input file:
```
! wB97M-V def2-TZVPD RIJCOSX def2/J DEFGRID3
* xyz 0 3
C 1.25185 1.52265 0.12998
N 0.95566 -1.30379 0.68363
H -0.18834 -2.77111 -0.18798
C 0.35578 0.60388 -0.60020
C 2.53642 1.77215 0.03935
H 0.71879 0.16351 -1.53403
N -2.96510 -0.84823 -0.52561
H 3.09193 2.58758 0.58790
H 3.08764 1.10921 -0.59357
H 0.78061 2.28630 0.80412
C -1.04429 0.41917 -0.38195
H 0.88136 -0.75983 1.54142
C -1.63748 -0.77359 -0.79823
N -3.37705 0.07280 0.24696
N -0.11336 -2.10006 0.58625
H -1.10213 -1.81070 0.88975
S -2.22129 1.18945 0.61810
H -1.01099 -1.35937 -1.50590
*
```

***

Record 4
A gas-phase ion, C5H8N5O (charge +1), computed with wB97M-V/def2-TZVPD.

Calculated values
Energy relative to the best compared isomer or geometry (same formula, charge and spin) (kJ/mol): 529.9
Structure (SMILES): CN1C(=O)N[C@H]2N=NC=[NH+][C@H]21

ORCA input file:
```
! wB97M-V def2-TZVPD RIJCOSX def2/J DEFGRID3
* xyz 1 1
H -1.31967 1.74225 -1.60071
C 2.08525 0.16626 -0.63985
N 1.07465 -1.87943 -0.18952
C 0.19171 0.17067 0.93992
H -1.66308 -2.47787 -0.15754
N 1.85282 -1.17649 -0.75021
N -1.35009 -1.61126 0.26057
C -0.89400 1.82621 -0.61206
C 0.01787 -1.65639 0.64961
C -1.74394 -0.43426 -0.39571
H 0.01132 0.43016 1.91910
H 0.10438 -2.41259 1.53769
O -2.66370 -0.19684 -1.08328
N 1.51113 0.58172 0.53708
H 0.07160 2.25135 -0.74680
H -1.51516 2.55959 0.01091
N -0.79258 0.55758 0.02968
H 2.05370 0.84391 1.34745
H 2.96779 0.71546 -1.05634
*
```

***

Record 5
A gas-phase ion, C5H8N5S (charge +1), computed with wB97M-V/def2-TZVPD.

Calculated values
Energy relative to the best compared isomer or geometry (same formula, charge and spin) (kJ/mol): 228.1
Structure (SMILES): C[N@@+]1(c2nccs2)CNN=N1

ORCA input file:
```
! wB97M-V def2-TZVPD RIJCOSX def2/J DEFGRID3
* xyz 1 1
H -2.95351 1.79441 0.35781
H 4.16164 0.44038 0.37524
H -2.18326 -0.25712 -1.30971
C -0.69612 -1.94459 -0.10978
H -1.74704 -2.23099 -0.14205
N -0.57546 -0.49495 0.07185
S 2.13899 -0.89894 0.61242
N -2.34582 1.00160 0.48247
H -0.97554 1.11275 -1.23388
N 1.03668 1.16758 -0.45019
N -1.87457 0.60506 1.58915
H 2.70536 2.39448 -0.70246
C 2.35183 1.44273 -0.35479
C 0.77366 -0.01314 -0.00054
H -0.22566 -2.44562 0.73761
C -1.49706 0.32049 -0.69554
H -0.20095 -2.24638 -1.03269
N -0.99959 -0.19820 1.60990
C 3.10644 0.45048 0.19518
*
```

***

Record 6
2 unconnected molecules or ions with the total composition C5H8N5S, computed with wB97M-V/def2-TZVPD.

Calculated values
<S²>: 2.023
Energy relative to the best compared isomer or geometry (same formula, charge and spin) (kJ/mol): 88.4

ORCA input file:
```
! wB97M-V def2-TZVPD RIJCOSX def2/J DEFGRID3
* xyz 1 3
H 0.06378 1.92151 -2.24012
S -2.56955 0.48786 -0.94743
H 0.88392 -1.07164 0.08724
C -2.87470 0.58681 1.63455
C -1.21886 0.72540 0.19989
N 1.49331 1.77727 1.27884
H 1.83099 1.96884 -2.20423
C -3.50347 0.30516 0.46935
N 1.58298 0.42294 1.39013
N -1.51481 0.79613 1.45914
N 1.15371 2.11199 0.15106
H 1.90395 -0.02026 2.22603
H -4.51859 0.14273 0.44610
H 2.59375 -0.36065 -0.37437
H 0.81922 0.47534 -2.69980
C 1.54814 -0.12551 0.06870
H -3.18440 0.43068 2.66108
C 0.95576 1.31369 -2.09770
N 0.89756 1.02382 -0.64991
*
```

***

Record 7
A gas-phase ion, C5H8NO (charge +1), computed with wB97M-V/def2-TZVPD.

Calculated values
Energy relative to the best compared isomer or geometry (same formula, charge and spin) (kJ/mol): 473.8

ORCA input file:
```
! wB97M-V def2-TZVPD RIJCOSX def2/J DEFGRID3
* xyz 1 1
H -1.05577 -2.19337 -0.35370
H 0.04683 -2.24845 0.90414
H -0.66975 1.28976 -1.58136
H -0.79331 1.34326 1.41697
O -2.47896 0.67710 0.16695
C 0.16331 -0.43071 -0.06605
H 2.53671 2.06658 -0.56475
H 0.74742 -2.36948 -0.66099
C -1.21299 1.04079 0.49432
H -3.07296 0.57422 0.93207
C -0.07643 -1.86023 -0.08130
C 1.02969 0.69873 -0.19250
H 2.92343 0.55507 0.25725
C 2.22380 1.18093 -0.06764
N -0.35449 0.89174 -0.65029
*
```

***

Record 8
A gas-phase ion, C5H8NO (charge +1), computed with wB97M-V/def2-TZVPD.

Calculated values
Energy relative to the best compared isomer or geometry (same formula, charge and spin) (kJ/mol): 212.3
Structure (SMILES): [NH3+]/C=C/C=C/C=O

ORCA input file:
```
! wB97M-V def2-TZVPD RIJCOSX def2/J DEFGRID3
* xyz 1 1
H 2.45183 0.54158 -0.00808
C 1.45766 0.42610 0.46234
C -0.60038 -0.57609 -0.26387
H -1.82296 0.46046 -1.46473
C 0.30800 0.43020 -0.42929
H 0.21952 0.57514 2.10477
C 1.28576 0.42776 1.75756
N -1.79394 -0.51323 -1.13975
H -1.89806 -1.33670 -1.78948
H -0.39577 -1.28810 0.54612
H 3.33884 0.36089 2.29681
H -2.49445 -0.81921 -0.42154
O 2.26708 0.82719 3.86014
C 2.42118 0.59364 2.69566
H 0.20056 1.23711 -1.04066
*
```